ORCA calculation (ωB97M-V/def2-TZVPD) on a molecular structure, C46H47N6O2S3Ti.

XYZ file:
```
105
Properties=species:S:1:pos:R:3:forces:R:3:lowdin_charge:R:1
Ti -0.877 -0.354 -0.078 0.5 0.1 -0.1 1.17
C -2.020 -0.321 -4.082 -0.1 0.0 0.0 -0.19
C -1.891 1.177 -3.816 0.0 0.1 0.0 -0.16
C -1.570 1.576 -2.363 0.0 0.0 0.1 -0.20
N -2.120 0.679 -1.355 0.2 -0.2 0.1 -0.06
C -3.435 0.537 -1.228 -0.1 0.1 0.2 -0.23
C -4.362 1.366 -1.879 0.1 -0.1 -0.1 0.00
C -5.738 1.281 -1.995 0.0 0.0 0.0 -0.05
C -6.615 0.330 -1.502 0.1 0.0 0.0 -0.08
C -6.279 -0.710 -0.651 0.0 0.0 0.0 -0.06
C -5.067 -1.014 -0.056 0.0 0.0 0.0 0.00
C -3.797 -0.431 -0.188 0.0 0.0 0.0 -0.22
N -2.763 -0.749 0.594 -0.1 0.0 0.0 -0.06
C -3.009 -1.184 1.975 0.0 0.1 0.0 -0.19
C -2.282 -2.450 2.395 0.0 -0.1 0.0 -0.14
C -0.784 -2.271 2.192 0.0 0.1 0.0 -0.20
N -0.517 -2.155 0.765 0.1 0.0 0.0 -0.07
C -0.344 -3.238 0.003 0.1 0.0 0.1 -0.22
C -0.206 -4.524 0.549 -0.2 0.0 -0.1 -0.01
C 0.073 -5.754 -0.030 0.0 -0.1 0.0 -0.06
C 0.324 -6.087 -1.344 0.0 0.0 0.1 -0.09
C 0.339 -5.196 -2.407 0.0 0.0 -0.1 -0.06
C 0.115 -3.835 -2.438 0.1 0.0 0.0 0.00
C -0.202 -2.902 -1.426 -0.1 0.0 0.0 -0.21
N -0.346 -1.607 -1.678 0.0 -0.1 0.0 -0.05
C 0.190 -1.068 -2.930 0.0 0.0 0.1 -0.21
C -0.708 -1.088 -4.166 0.1 0.0 -0.1 -0.17
H -2.535 -0.449 -5.037 0.0 0.0 0.0 0.12
H -2.671 -0.779 -3.335 0.0 0.0 0.0 0.11
H -2.819 1.657 -4.126 0.0 0.0 0.0 0.10
H -1.113 1.602 -4.458 0.0 0.0 0.0 0.12
H -1.891 2.606 -2.167 0.0 0.0 0.0 0.12
H -0.491 1.603 -2.210 0.1 0.0 0.0 0.09
H -3.922 2.213 -2.387 0.0 0.0 0.0 0.10
H -6.186 2.071 -2.588 0.0 0.0 0.0 0.11
H -7.653 0.417 -1.791 0.0 0.0 0.0 0.11
H -7.091 -1.374 -0.375 0.0 0.0 0.0 0.11
H -5.100 -1.864 0.613 0.0 0.0 0.0 0.11
H -4.077 -1.279 2.157 0.0 0.0 0.0 0.11
H -2.665 -0.364 2.618 0.0 0.0 0.0 0.10
H -2.632 -3.315 1.824 0.0 0.0 0.0 0.12
H -2.503 -2.638 3.448 0.0 0.0 0.0 0.13
H -0.192 -3.058 2.658 0.0 0.0 0.0 0.11
H -0.476 -1.338 2.670 0.0 0.0 0.0 0.10
H -0.348 -4.578 1.618 0.0 0.0 0.0 0.09
H 0.105 -6.578 0.675 0.0 0.0 0.0 0.11
H 0.523 -7.127 -1.565 0.0 0.0 0.0 0.11
H 0.554 -5.631 -3.378 0.0 0.0 0.0 0.11
H 0.182 -3.409 -3.427 0.0 0.0 0.0 0.09
H 1.123 -1.594 -3.158 0.0 0.0 0.0 0.12
H 0.498 -0.042 -2.726 0.0 0.0 0.0 0.09
H -0.933 -2.117 -4.455 0.0 0.0 0.0 0.10
H -0.108 -0.674 -4.983 0.0 0.0 0.0 0.12
O -0.553 0.890 1.161 -0.1 0.2 0.1 -0.25
C -0.465 2.124 1.853 0.0 -0.3 -0.1 -0.51
C -0.307 3.247 0.843 0.0 -0.1 0.0 -0.49
C 0.532 3.218 -0.233 0.0 0.0 0.0 -0.13
C 0.550 4.445 -0.944 0.0 0.0 0.0 -0.17
C -0.253 5.386 -0.373 0.0 0.0 -0.1 -0.39
S -1.056 4.782 1.005 0.0 0.0 0.1 1.06
C -1.716 2.236 2.705 0.1 0.0 0.0 -0.48
C -1.818 2.094 4.058 0.0 0.0 0.0 -0.11
C -3.164 2.111 4.515 0.0 0.0 0.0 -0.16
C -4.053 2.257 3.494 0.0 0.0 0.1 -0.39
S -3.271 2.380 1.982 0.0 0.0 -0.1 1.06
C 0.768 2.061 2.732 0.0 0.0 0.1 -0.46
C 1.455 0.950 3.115 0.0 0.0 0.0 -0.11
C 2.498 1.243 4.039 0.0 0.0 0.1 -0.19
C 2.576 2.571 4.325 0.1 0.0 0.0 -0.41
S 1.412 3.476 3.461 -0.1 0.0 0.1 1.08
H 1.129 2.346 -0.469 0.0 0.0 0.0 0.10
H 1.135 4.627 -1.834 0.0 0.0 0.0 0.10
H -0.425 6.400 -0.699 0.0 0.0 0.0 0.07
H -0.957 1.983 4.702 0.0 0.0 0.0 0.12
H -3.453 2.030 5.552 0.0 0.0 0.0 0.11
H -5.128 2.319 3.554 0.0 0.0 0.0 0.07
H 1.232 -0.037 2.738 0.0 0.0 0.0 0.10
H 3.149 0.498 4.476 0.0 0.0 0.0 0.11
H 3.264 3.066 4.993 0.0 0.0 0.0 0.07
C 6.114 -0.578 -0.056 0.0 0.0 0.0 0.02
N 4.719 -0.926 0.166 0.0 0.0 -0.1 -0.05
N 3.702 -0.024 -0.092 0.1 -0.1 -0.2 0.06
C 2.503 -0.686 -0.163 0.1 -0.1 0.3 -0.38
O 1.428 -0.054 -0.245 -0.6 0.2 -0.3 -0.06
C 2.821 -2.070 -0.023 0.0 0.0 0.0 0.08
C 4.176 -2.162 0.160 0.0 0.1 0.0 -0.25
C 5.028 -3.371 0.321 0.0 0.0 0.0 0.00
C 3.907 1.384 -0.067 0.0 0.1 0.1 -0.22
C 3.813 2.101 -1.251 0.1 0.0 0.0 -0.02
C 4.017 3.472 -1.228 -0.1 0.0 0.0 -0.08
C 4.303 4.114 -0.032 0.0 0.0 0.0 -0.06
C 4.392 3.387 1.147 0.0 0.0 0.0 -0.06
C 4.195 2.015 1.134 0.0 0.0 0.0 0.00
H 6.163 0.410 -0.504 0.0 0.0 0.0 0.09
H 6.571 -1.293 -0.738 0.0 0.0 0.0 0.10
H 6.662 -0.562 0.884 0.0 0.0 0.0 0.10
H 2.133 -2.896 -0.011 0.0 0.0 0.0 0.10
H 4.398 -4.250 0.437 0.0 0.0 0.0 0.09
H 5.676 -3.289 1.194 0.0 0.0 0.0 0.09
H 5.663 -3.524 -0.554 0.0 0.0 0.0 0.09
H 3.590 1.576 -2.173 0.0 0.0 0.0 0.13
H 3.954 4.041 -2.146 0.0 0.0 0.0 0.11
H 4.455 5.185 -0.018 0.0 0.0 0.0 0.11
H 4.610 3.888 2.081 0.0 0.0 0.0 0.11
H 4.241 1.438 2.048 0.0 0.0 0.0 0.11
```
Positions in Å, forces in eV/Å.

**E_tot**: -4304.02271 hartree
**Maximum force**: 0.0150 hartree/bohr
**ΔE to the lowest compared entry with this formula, charge and spin**: 5.4 kcal/mol
**Orbital gap**: 6.9 eV
**Charge**: +1

ORCA calculation (ωB97M-V/def2-TZVPD) on a molecular structure, C19H40ClF3IKNO12P2S in a non-equilibrium geometry.

XYZ file:
```
81
Properties=species:S:1:pos:R:3:forces:R:3:lowdin_charge:R:1
C 6.420 -1.496 2.474 -0.3 -0.6 -0.3 -0.12
C 5.836 -2.511 1.455 0.4 -0.1 1.0 -0.26
C 4.396 -2.922 1.782 0.3 0.0 -0.7 -0.16
C 3.206 -2.189 1.133 0.4 0.1 -0.6 -0.30
C 3.222 -2.327 -0.398 0.0 0.5 0.3 -0.11
C 2.799 -0.774 1.650 -0.2 -2.0 1.2 -0.46
C 3.728 0.439 1.550 -0.8 0.4 -0.6 -0.56
I 4.975 0.528 -0.223 0.1 0.0 0.1 1.01
C 2.998 1.800 1.585 0.4 0.5 0.5 -0.30
C 3.020 2.479 2.981 0.0 0.0 -0.6 -0.09
C 2.468 -0.997 3.164 0.6 2.1 0.0 -0.20
O 1.222 -1.604 3.252 0.0 -0.1 -0.4 -0.26
P 0.195 -0.909 2.091 -0.2 1.0 2.0 0.57
C -0.112 0.764 2.975 -0.4 0.1 0.4 -0.22
O 0.084 0.688 4.372 0.6 0.1 0.2 -0.18
O -1.140 0.250 4.954 -0.5 0.1 0.0 -0.03
C -1.086 -0.145 0.758 -0.2 1.0 -2.2 -0.80
O -0.576 0.618 -0.080 0.1 -0.7 1.1 -0.04
O -2.253 -0.465 0.942 -0.3 -0.4 0.9 -0.03
P -0.297 -2.887 1.002 0.6 -1.1 -1.0 0.61
O -1.708 -3.345 1.594 -0.2 0.3 0.2 -0.37
Cl -0.655 -2.624 -0.992 0.0 0.1 0.3 0.35
O 1.503 -0.519 1.136 0.2 0.1 -0.5 -0.25
H 6.831 -0.608 2.011 0.0 0.2 0.0 0.03
H 7.190 -1.977 3.068 0.3 0.0 0.0 0.06
H 5.640 -1.250 3.187 -0.1 0.5 0.1 0.05
H 5.992 -2.211 0.428 -0.2 0.2 -0.2 0.05
H 6.435 -3.408 1.592 0.1 -0.2 -0.2 0.09
H 4.327 -3.005 2.865 -0.2 0.1 0.2 0.10
H 4.295 -3.943 1.418 -0.2 -0.2 -0.1 0.12
H 2.365 -2.813 1.418 -0.3 0.2 0.4 0.08
H 2.658 -1.514 -0.843 -0.2 0.1 -0.2 0.06
H 2.749 -3.244 -0.725 0.1 -0.3 -0.1 0.07
H 4.220 -2.259 -0.809 0.2 -0.2 -0.2 0.03
H 4.364 0.431 2.423 0.7 -0.3 -0.2 0.07
H 3.540 2.486 0.954 0.1 0.0 -0.3 0.03
H 2.004 1.746 1.157 -0.2 -0.3 0.0 0.09
H 2.038 2.828 3.272 -0.2 -0.1 0.3 0.06
H 3.447 1.833 3.738 -0.2 -0.1 0.3 0.07
H 3.643 3.367 2.938 0.2 0.1 0.0 0.07
H 3.247 -1.432 3.779 0.0 -0.8 -0.2 0.12
H 2.417 0.025 3.566 -0.4 0.0 0.3 0.10
H -0.860 -1.386 2.978 -0.2 -0.3 -0.4 0.05
H -1.139 1.092 2.842 -0.2 -0.2 -0.4 0.10
H 0.527 1.569 2.635 0.3 -0.1 -0.2 0.08
H -0.839 -0.299 5.686 0.3 -0.1 -0.1 0.10
H -2.164 -2.585 2.001 -0.3 0.1 -0.1 0.04
C -8.228 2.134 -3.861 0.0 0.0 -0.1 -0.08
O -6.922 2.658 -3.674 0.0 0.1 0.0 -0.23
C -6.778 3.296 -2.424 0.1 -0.3 0.1 -0.22
C -5.337 3.769 -2.329 -0.1 -0.4 -0.2 -0.17
N -4.440 2.737 -2.910 -0.1 0.0 -0.4 0.04
C -4.064 1.605 -2.006 0.2 -0.1 -0.2 -0.07
C -2.930 2.075 -1.123 -0.1 0.1 0.0 -0.20
O -2.092 2.861 -1.953 -0.2 0.2 0.1 -0.21
C -1.001 3.388 -1.197 0.1 -0.1 -0.1 -0.07
H -8.974 2.930 -3.800 0.0 0.0 0.0 0.09
H -8.264 1.688 -4.851 0.1 0.0 0.0 0.09
H -8.440 1.363 -3.115 0.0 0.0 0.0 0.10
H -7.007 2.589 -1.618 -0.1 0.1 0.1 0.13
H -7.457 4.155 -2.349 0.0 0.0 0.1 0.11
H -5.026 3.987 -1.308 0.0 0.0 0.0 0.13
H -5.192 4.655 -2.947 0.0 -1.2 0.2 -0.04
H -3.550 3.165 -3.206 0.1 0.0 0.3 0.16
H -4.909 2.385 -3.749 -0.1 0.0 0.1 0.16
H -3.726 0.801 -2.660 0.0 0.0 0.0 0.15
H -4.936 1.273 -1.449 0.0 0.0 0.0 0.14
H -2.386 1.213 -0.720 -0.1 0.1 0.0 0.10
H -3.302 2.681 -0.285 0.0 0.0 0.0 0.13
H -1.361 4.069 -0.418 -0.1 0.0 0.0 0.09
H -0.345 3.934 -1.871 -0.1 0.0 -0.1 0.09
H -0.491 2.536 -0.761 0.3 0.2 0.2 0.06
K -5.292 6.677 -3.149 0.0 1.6 -0.2 0.03
C 0.632 -5.137 -3.846 0.0 -0.1 0.0 -0.67
F -0.097 -4.194 -4.471 0.0 0.1 0.0 0.09
F 0.196 -5.189 -2.576 0.0 0.0 0.1 0.06
F 0.314 -6.314 -4.415 0.0 0.0 0.0 0.10
S 2.440 -4.789 -3.941 0.6 0.1 -0.1 0.42
O 2.563 -3.505 -3.287 -0.2 0.1 0.1 -0.34
O 2.700 -4.781 -5.363 -0.2 0.0 -0.1 -0.34
O 3.026 -5.900 -3.224 -0.2 -0.1 0.1 -0.34
```
Positions in Å, forces in eV/Å.

**E_tot**: -4443.64646 hartree
**Maximum force**: 0.0479 hartree/bohr
**Orbital gap**: 1.4 eV
**Charge**: -1

ORCA calculation (ωB97M-V/def2-TZVPD) on 5 unconnected molecules or ions with the total composition C26H54N3O15PS.

XYZ file:
```
100
Properties=species:S:1:pos:R:3:forces:R:3:lowdin_charge:R:1
C -0.604 -2.834 -6.120 0.2 0.3 0.0 -0.10
C -0.589 -1.759 -5.048 -0.3 -0.1 0.0 -0.27
C -1.714 -1.935 -4.038 0.2 0.1 0.1 -0.17
C -1.716 -0.925 -2.878 0.0 -0.2 -0.1 -0.27
C -3.140 -0.401 -2.695 0.2 0.3 -0.1 -0.04
C -1.144 -1.387 -1.506 -0.5 0.0 0.2 -0.29
C -0.511 -0.245 -0.711 -0.1 -0.3 -0.2 -0.05
C 0.922 0.235 -1.003 0.1 0.5 0.0 -0.66
N 1.103 1.645 -0.624 -0.1 -0.2 -0.1 0.09
N 1.263 0.083 -2.418 0.1 -0.2 -0.1 0.09
N 1.837 -0.513 -0.175 -0.1 -0.1 0.2 0.11
O -2.339 -1.722 -0.691 0.1 0.3 0.2 0.06
C -2.547 -3.036 -0.648 0.0 -0.2 0.3 -0.57
O -3.486 -3.579 -0.166 -0.2 0.0 -0.2 0.18
O -1.486 -3.676 -1.196 0.0 -0.6 -0.1 0.04
C -0.433 -2.740 -1.282 0.4 0.6 -0.5 -0.40
P 0.948 -3.507 -2.238 0.3 -0.7 0.4 0.41
S 2.019 -4.697 -1.126 -0.2 0.3 -0.1 0.13
H -1.542 -2.799 -6.665 -0.2 -0.2 -0.1 0.07
H 0.194 -2.661 -6.834 0.1 0.0 -0.2 0.07
H -0.463 -3.829 -5.711 -0.1 -0.2 0.1 0.06
H 0.376 -1.690 -4.565 0.4 -0.1 0.2 0.07
H -0.747 -0.798 -5.535 0.1 0.3 0.0 0.11
H -2.632 -1.780 -4.597 -0.3 -0.2 0.0 0.11
H -1.755 -2.955 -3.666 0.0 -0.2 0.1 0.11
H -1.143 -0.062 -3.195 0.4 0.1 0.0 0.12
H -3.405 0.133 -3.601 -0.1 0.1 -0.2 0.09
H -3.845 -1.208 -2.547 -0.2 -0.1 0.1 0.09
H -3.220 0.300 -1.873 -0.1 0.1 0.2 0.08
H -1.199 0.590 -0.779 -0.1 0.3 0.0 0.13
H -0.520 -0.572 0.322 0.0 0.1 0.2 0.11
H 0.720 1.812 0.301 0.1 0.0 0.1 0.06
H 0.587 2.236 -1.267 0.0 0.1 0.0 0.07
H 0.765 0.767 -2.976 -0.1 0.0 -0.1 0.08
H 2.241 0.341 -2.507 0.0 0.0 0.0 0.09
H 2.780 -0.514 -0.535 0.1 0.1 0.0 0.09
H 1.541 -1.456 0.014 0.1 -0.2 -0.1 0.04
H 0.037 -2.664 -0.304 0.0 -0.1 0.3 0.10
H 1.662 -2.455 -2.793 -0.1 0.3 -0.2 -0.04
H 0.311 -4.151 -3.298 -0.2 0.2 -0.3 -0.02
C -0.295 4.713 4.224 -0.1 -0.1 0.0 -0.06
C 0.577 3.486 4.371 0.2 0.3 0.0 -0.20
O -0.209 2.296 4.585 0.0 0.0 0.0 0.04
C -0.785 1.788 3.503 0.0 -0.1 0.1 -0.61
O -0.686 2.208 2.376 0.1 0.0 -0.1 0.11
O -1.495 0.720 3.868 0.0 0.1 -0.1 0.02
C -2.218 0.120 2.791 -0.1 -0.2 -0.1 -0.02
H -0.953 4.813 5.087 0.0 0.0 0.0 0.08
H 0.331 5.602 4.165 0.0 0.0 0.0 0.08
H -0.905 4.656 3.324 0.0 0.0 0.0 0.07
H 1.199 3.573 5.259 0.0 -0.1 0.0 0.11
H 1.225 3.349 3.507 -0.1 -0.1 -0.1 0.13
H -1.563 -0.049 1.943 0.0 0.0 0.0 0.06
H -3.047 0.755 2.482 0.0 0.1 0.0 0.11
H -2.599 -0.830 3.151 0.0 0.0 0.1 0.10
C -6.161 -1.840 -11.028 0.0 0.0 0.1 -0.06
C -4.700 -2.216 -10.922 0.0 0.1 -0.2 -0.21
O -4.340 -2.598 -9.582 0.0 0.0 0.0 0.03
C -4.690 -3.834 -9.232 -0.1 0.1 0.1 -0.62
O -5.240 -4.644 -9.930 0.0 -0.1 -0.1 0.13
O -4.333 -4.019 -7.961 0.0 0.0 0.1 0.00
C -4.695 -5.295 -7.422 0.0 0.0 0.1 -0.03
H -6.404 -1.056 -10.310 0.0 0.0 0.0 0.08
H -6.375 -1.469 -12.031 0.0 0.0 0.0 0.08
H -6.800 -2.700 -10.836 0.0 0.0 0.0 0.08
H -4.062 -1.363 -11.138 0.0 0.0 0.0 0.12
H -4.444 -3.024 -11.606 0.0 0.0 0.0 0.12
H -4.325 -6.100 -8.053 0.0 0.0 0.0 0.10
H -5.776 -5.373 -7.325 0.0 0.0 0.0 0.10
H -4.230 -5.343 -6.442 0.0 0.0 0.0 0.09
C 3.634 -1.694 3.964 0.1 0.1 0.1 -0.06
C 4.256 -1.605 2.588 -0.2 -0.2 -0.1 -0.21
O 5.255 -0.571 2.515 0.1 0.0 -0.1 0.04
C 6.435 -0.881 3.043 -0.2 0.2 0.5 -0.62
O 6.732 -1.923 3.565 0.1 -0.1 -0.2 0.12
O 7.217 0.197 2.968 0.1 0.0 -0.1 0.00
C 8.506 0.034 3.568 0.1 0.0 0.0 -0.04
H 3.231 -0.724 4.260 0.0 0.0 0.0 0.08
H 2.820 -2.419 3.955 0.0 0.0 0.0 0.08
H 4.367 -2.007 4.705 0.0 0.0 0.0 0.08
H 3.513 -1.311 1.849 0.0 0.1 0.0 0.10
H 4.696 -2.553 2.283 0.1 0.0 0.0 0.13
H 9.014 -0.836 3.160 0.0 0.0 0.0 0.09
H 8.412 -0.071 4.647 0.0 0.0 0.0 0.10
H 9.057 0.938 3.328 0.0 0.0 0.0 0.09
C 1.974 7.780 9.659 -0.1 -0.1 0.0 -0.06
C 2.841 6.543 9.730 0.2 0.1 0.0 -0.21
O 2.065 5.356 9.968 0.1 -0.1 0.0 0.04
C 1.438 4.861 8.905 -0.5 0.3 0.2 -0.61
O 1.469 5.313 7.788 0.2 -0.1 -0.1 0.11
O 0.703 3.823 9.298 0.1 -0.1 0.0 0.01
C -0.094 3.252 8.257 -0.1 -0.1 -0.1 -0.03
H 1.369 7.871 10.562 0.0 0.0 0.0 0.08
H 2.601 8.667 9.572 0.0 0.0 0.0 0.08
H 1.309 7.742 8.798 0.0 0.0 0.0 0.07
H 3.521 6.592 10.578 0.0 0.0 0.0 0.12
H 3.427 6.411 8.822 0.0 0.0 0.0 0.12
H 0.519 3.010 7.394 0.0 0.0 0.0 0.08
H -0.884 3.942 7.965 0.0 0.0 0.0 0.10
H -0.532 2.345 8.662 0.0 0.0 0.1 0.10
```
Positions in Å, forces in eV/Å.

**E_tot**: -3055.56829 hartree
**Maximum force**: 0.0168 hartree/bohr
**Orbital gap**: 9.4 eV
**SMILES string**: CCC[C@@H](C)[C@@]1(CC(N)(N)N)OC(=O)O[C@H]1[PH2]=S.CCOC(=O)OC.CCOC(=O)OC.CCOC(=O)OC.CCOC(=O)OC